Formula: C28H35Cl2CrGe2N3O3
Source: the Open Molecules 2025 dataset
Level of theory: ωB97M-V/def2-TZVPD

Element x y z (Å)
Cr1 2.209 0.660 -0.894
C1 2.008 -4.000 1.356
C2 2.397 -2.513 1.332
Ge1 1.305 -1.659 -0.018
C3 1.551 -2.550 -1.775
C4 0.391 -3.480 -2.143
C5 -0.553 -1.894 0.462
C6 -1.455 -1.248 1.210
Ge2 -1.211 0.567 1.869
C7 -1.235 0.799 3.783
C8 -2.476 0.241 4.497
C9 -1.853 2.021 0.758
C10 -3.351 2.337 0.890
C11 -2.736 -1.893 1.610
C12 -2.838 -3.280 1.722
C13 -4.036 -3.873 2.087
C14 -5.151 -3.092 2.354
C15 -5.062 -1.712 2.266
C16 -3.858 -1.124 1.905
H1 2.675 -4.539 2.029
H2 2.096 -4.470 0.373
H3 0.987 -4.143 1.713
H4 3.451 -2.384 1.081
H5 2.218 -2.036 2.294
H6 2.488 -3.100 -1.662
H7 1.706 -1.804 -2.555
H8 0.258 -4.279 -1.413
H9 0.592 -3.951 -3.107
H10 -0.557 -2.947 -2.238
H11 -0.856 -2.872 0.081
H12 -1.128 1.870 3.962
H13 -0.324 0.313 4.139
H14 -3.389 0.754 4.193
H15 -2.368 0.379 5.573
H16 -2.612 -0.823 4.311
H17 -1.587 1.788 -0.274
H18 -1.262 2.891 1.055
H19 -3.970 1.576 0.421
H20 -3.568 3.282 0.390
H21 -3.666 2.447 1.930
H22 -1.967 -3.901 1.543
H23 -4.099 -4.951 2.169
H24 -6.084 -3.558 2.644
H25 -5.925 -1.095 2.482
H26 -3.805 -0.046 1.840
C17 -1.188 0.576 -3.715
C18 -0.871 1.611 -4.579
C19 0.299 2.326 -4.378
C20 1.124 1.998 -3.319
N1 0.828 0.971 -2.502
C21 -0.307 0.285 -2.694
C22 2.373 2.747 -3.000
C23 2.782 3.864 -3.703
C24 3.974 4.485 -3.363
C25 4.736 3.969 -2.331
C26 4.263 2.860 -1.660
N2 3.100 2.271 -1.971
H27 -2.098 0.003 -3.826
H28 -1.528 1.864 -5.402
H29 0.559 3.129 -5.053
H30 -0.515 -0.520 -2.000
H31 2.185 4.254 -4.514
H32 4.302 5.361 -3.907
H33 5.681 4.410 -2.046
H34 4.825 2.423 -0.846
O1 4.435 -1.134 -1.267
N3 3.569 -0.402 -1.110
Cl1 2.062 2.541 3.507
C27 2.453 2.339 1.826
Cl2 3.926 1.332 1.599
C28 1.318 1.648 1.050
O2 0.972 2.114 -0.050
O3 0.737 0.659 1.622
H35 2.655 3.307 1.386

Calculated values
expectation value of S²	6.44
ΔE to the lowest compared entry with this formula, charge and spin	1.394	eV
total charge	+2
E_HOMO (spin up / spin down)	-13.56 / -13.58	eV
2S+1	5
frontier orbital gap (spin up / spin down)	7.38 / 5.93	eV
F_max	3.07	eV/Å

These are the Mulliken partial charges, in e, on atoms 1 to 2: Cr -0.5276; C -1.1803